No. 1
90
Properties=species:S:1:pos:R:3:forces:R:3:mulliken_charge:R:1 method="wB97M-V/def2-TZVPD" e_lumo_ev=-2.698 total_charge=+1
Sn -0.09025 -0.58322 0.14369 -0.379 0.340 0.081 2.08
Cl 1.11940 -3.92184 -0.91459 -0.072 0.734 0.179 -0.73
C 4.25003 -1.62605 -1.70739 4.580 3.295 -1.222 0.67
O 5.26412 -0.94178 -1.87988 0.363 0.424 0.645 -0.75
N 3.29029 -1.59690 -2.56016 -3.769 -0.583 -2.421 -0.21
N 4.04134 -2.39941 -0.70510 -0.060 -3.179 4.264 -0.19
H 3.26684 -0.96214 -3.34542 0.259 -0.746 0.339 0.15
H 2.63700 -2.33623 -2.34407 -1.108 0.439 -1.111 0.04
H 3.36746 -3.14923 -0.76640 -0.314 0.089 0.215 0.03
H 4.76670 -2.53760 -0.01600 0.025 0.173 -0.436 0.23
C 2.45736 2.96523 -2.74888 1.198 -1.141 -0.131 0.76
O 2.58410 4.00193 -2.22056 -0.567 5.439 2.824 -0.71
N 2.78446 1.85165 -2.16010 0.728 -3.737 2.291 -0.05
N 2.14792 2.81391 -3.98830 -1.313 -0.618 -4.778 -0.32
H 3.12031 1.04880 -2.67267 -0.132 0.203 0.533 -0.07
H 2.86757 1.86858 -1.15366 0.214 -0.303 -0.332 -0.06
H 2.01521 3.62241 -4.57892 0.023 -0.371 0.081 0.24
H 2.20909 1.87514 -4.35582 -0.370 0.639 -0.435 0.10
C 2.74898 -1.66353 3.35489 -3.405 0.745 -2.130 0.51
O 1.68063 -1.40963 2.76621 0.420 -0.240 0.007 -0.45
N 3.46050 -0.76589 3.95325 1.428 4.351 1.598 -0.47
N 3.30253 -2.81629 3.44005 1.386 -5.046 0.005 -0.37
H 3.19524 0.15887 3.64574 0.362 0.122 0.486 0.23
H 4.41747 -0.92877 4.23215 -0.268 0.207 -0.188 0.22
H 4.08337 -2.92613 4.07118 -0.244 -0.415 -0.307 0.16
H 2.85299 -3.63952 3.06547 0.129 0.205 0.195 0.22
C -0.78708 3.57956 -0.22889 0.821 -3.454 1.803 0.55
O -0.58150 2.42369 -0.58002 0.297 -1.832 -1.386 -0.12
N -0.42674 4.64237 -0.79478 1.784 3.615 -3.669 -0.28
N -1.22401 3.80062 0.97427 -2.540 0.902 3.990 -0.31
H -0.57821 5.53011 -0.33754 0.416 -0.132 -0.759 0.16
H 0.21271 4.47924 -1.55937 -0.074 0.896 -0.507 0.23
H -1.16881 4.76936 1.25462 -0.313 -0.614 0.879 0.12
H -1.34527 3.01831 1.60147 0.167 0.249 -0.041 -0.16
C -2.78704 -3.42420 -0.44857 2.685 1.694 -0.364 0.45
O -2.41492 -2.25897 -0.56371 0.917 2.018 0.110 -0.44
N -1.98492 -4.42129 -0.32802 3.335 -2.232 0.447 -0.21
N -3.99942 -3.75020 -0.47731 -7.606 -0.746 -0.229 -0.40
H -2.24447 -5.39319 -0.41824 0.130 0.379 0.040 0.17
H -1.02732 -4.12435 -0.45016 0.771 -0.770 -0.094 -0.18
H -4.33192 -4.69723 -0.58991 0.142 0.307 0.174 0.16
H -4.68854 -3.01216 -0.50027 0.100 -0.300 -0.114 0.23
C -4.07078 1.10592 0.76225 -2.093 -0.955 -1.239 0.43
O -2.98167 0.74325 0.47801 3.629 -1.868 -0.571 -0.39
N -5.23679 0.47386 0.55452 -1.584 -3.792 -1.145 -0.47
N -4.40182 2.25385 1.20363 -0.178 4.942 2.387 -0.29
H -5.22865 -0.38672 0.02590 -0.045 0.199 0.223 0.17
H -6.13992 0.87850 0.75633 0.379 -0.310 -0.230 0.12
H -5.39793 2.33285 1.35076 0.794 1.428 0.444 0.14
H -3.67389 2.92235 1.41177 -0.566 0.267 0.092 0.21
C -1.11922 -3.36823 2.80253 0.603 2.064 -0.612 0.38
O -1.33381 -2.21358 2.51190 -0.892 3.141 -0.921 -0.42
N -0.07847 -3.98433 2.43442 5.120 -2.886 -2.212 -0.10
N -1.85297 -4.05276 3.59910 -3.872 -1.335 2.764 -0.52
H 0.63383 -3.51007 1.89795 -0.168 -0.182 -0.186 -0.04
H -0.02036 -4.98454 2.56212 0.390 0.329 -0.184 0.17
H -2.66985 -3.49210 3.79522 -0.544 -1.050 0.461 0.27
H -1.81108 -5.06169 3.57860 -0.537 0.365 0.367 0.17
C -0.27909 -1.14502 -3.61593 -0.881 0.837 0.852 0.60
O -0.31317 -0.21584 -2.86274 -0.154 2.863 3.566 -0.25
N -1.24282 -1.97396 -3.79520 -3.454 -2.866 -0.462 -0.35
N 0.70826 -1.34091 -4.39604 4.238 -0.569 -2.898 -0.45
H -1.05950 -2.71426 -4.45737 -0.962 -0.113 0.438 0.13
H -2.09370 -1.87571 -3.25998 0.247 -0.407 -0.076 0.21
H 0.69756 -2.16529 -4.97946 0.888 0.557 -0.132 0.14
H 1.44921 -0.66022 -4.30794 0.002 -0.627 -0.488 0.13
C -1.83286 2.95825 -3.76715 1.040 1.396 2.738 0.72
O -1.24089 3.99714 -3.56353 0.868 1.313 -0.402 -0.66
N -2.04847 2.40342 -4.89785 -0.290 -1.269 -6.223 -0.39
N -2.31311 2.21895 -2.80695 -2.077 -1.875 3.347 -0.09
H -1.62550 2.83583 -5.70669 -0.369 -0.179 0.016 0.22
H -2.59762 1.56371 -5.01367 0.347 0.377 -0.053 0.15
H -2.72844 1.32767 -3.03766 0.326 0.190 0.376 0.13
H -1.97612 2.33562 -1.86200 0.101 -0.125 -0.152 -0.17
C -1.01452 1.41248 3.50240 -1.126 -2.162 -2.040 0.33
O -0.37618 1.40761 2.48736 2.878 0.677 -2.920 -0.42
N -0.67598 1.90581 4.64283 2.705 2.924 3.173 -0.52
N -2.14850 0.78902 3.54206 -3.184 -0.673 1.460 -0.23
H -1.33974 2.10889 5.37650 0.329 0.046 -0.158 0.20
H 0.15604 2.47340 4.56739 -0.157 0.113 0.634 0.24
H -2.42056 0.09770 2.85785 0.003 -0.018 0.281 0.09
H -2.41541 0.84173 4.51473 -1.516 -1.437 -0.574 0.13
C 3.02100 1.45880 1.44208 -0.555 1.761 -0.156 0.14
O 2.46570 0.81663 0.59852 -1.744 -2.798 -2.422 -0.14
N 4.30955 1.56379 1.58583 2.084 -0.897 0.433 -0.33
N 2.36877 2.35138 2.15332 -2.299 1.764 2.131 -0.29
H 4.82673 0.98197 0.94231 0.911 0.403 0.487 0.32
H 4.55031 2.24182 2.29463 1.368 -0.392 -0.741 0.15
H 1.37294 2.40706 1.99418 -0.079 -0.189 0.324 -0.06
H 2.73631 2.77192 2.99485 -0.070 0.013 -0.331 0.24

---

No. 2
21
Properties=species:S:1:pos:R:3:forces:R:3:mulliken_charge:R:1 method="wB97M-V/def2-TZVPD" e_lumo_ev=0.793 relative_energy_kj_mol=34.5 smiles=C[C@H]1C[C@H]1F.c1c[nH]cn1
C -1.00640 -2.33077 -0.93140 0.758 -0.835 2.946 -1.52
C -1.00943 -0.86758 -1.16510 -0.044 -0.119 -1.989 0.51
C -2.28450 0.01523 -1.18318 0.419 -3.118 3.157 -0.85
C -1.21562 0.12113 -0.10771 0.141 1.142 1.265 0.19
F -1.46677 -0.16467 1.27065 -0.338 -0.813 -1.728 -0.34
H 0.03301 -2.70207 -0.67934 -1.035 0.440 -0.586 0.32
H -1.60167 -2.66083 -0.05414 0.239 0.654 -0.091 0.30
H -1.45096 -2.90564 -1.67765 -0.316 -0.780 -1.844 0.43
H -0.37507 -0.65464 -2.07893 -0.192 0.330 1.635 0.23
H -2.31876 0.74412 -1.89215 -0.334 1.922 -1.743 0.34
H -3.21031 -0.51629 -0.88895 0.586 0.606 -0.224 0.26
H -0.54971 0.95289 0.00441 0.068 0.560 -0.748 0.17
C 1.72755 0.42029 1.94060 1.051 -1.513 0.461 -0.20
C 1.57005 1.76112 1.83587 -0.929 -0.418 1.024 -0.29
N 1.74909 2.04897 0.52281 0.784 1.514 -2.121 -0.08
C 2.18795 0.87108 -0.10112 -0.648 1.857 0.596 -0.37
N 2.20541 -0.10418 0.70912 -1.017 -0.996 2.587 -0.40
H 1.59851 -0.22443 2.84920 0.267 0.819 -1.219 0.33
H 1.29691 2.46601 2.62708 0.015 -0.180 -0.753 0.35
H 1.63335 3.00033 0.09777 0.375 -1.672 0.605 0.21
H 2.48737 0.72993 -1.09785 0.149 0.600 -1.229 0.42

---

No. 3
55
Properties=species:S:1:pos:R:3:forces:R:3:mulliken_charge:R:1 method="wB97M-V/def2-TZVPD" e_lumo_ev=-2.663
C 2.53278 -4.16325 1.18578 0.060 0.169 -0.161 -0.90
C 2.21331 -4.85543 -0.11252 0.069 0.019 0.191 0.71
O 2.30493 -6.03116 -0.22519 0.121 -0.986 -0.243 -0.53
O 1.85848 -4.12822 -1.20523 -0.226 0.386 0.418 -0.44
C 1.27387 -2.85289 -0.99583 -0.052 0.662 -0.563 -0.60
C 2.27680 -1.70497 -1.18385 -0.807 -0.841 -0.148 -0.64
C 1.56460 -0.42240 -1.51512 0.188 1.275 -0.340 -0.21
N 2.60186 0.64396 -1.83714 0.277 0.210 1.119 -0.40
C 2.41167 1.57543 -0.76817 -0.621 0.196 -1.737 0.07
N 3.35393 2.22928 -0.08811 0.456 0.735 -0.113 -0.29
N 1.12115 1.62743 -0.50107 0.213 -0.749 2.450 -0.03
C 0.73787 0.16975 -0.34573 0.130 0.356 -0.569 -0.15
C -0.74679 -0.09779 -0.26940 0.186 0.604 0.108 -0.67
C -1.26409 0.14572 1.15890 0.239 -0.632 -0.497 -0.46
C -2.73428 0.47227 1.17494 0.008 -0.490 0.265 -0.03
O -3.14863 1.51150 0.76577 -0.216 0.879 -0.125 -0.53
N -3.57726 -0.53564 1.72642 -0.014 -0.034 0.274 -0.28
C -4.06530 -1.44970 0.72155 0.120 -0.406 -0.021 -0.11
C -3.42707 -2.67912 0.56712 -0.163 0.150 -0.196 -0.02
C -3.88501 -3.59085 -0.38048 -0.111 0.505 0.163 -0.73
C -4.98835 -3.26643 -1.16399 0.158 -0.024 0.042 -0.35
C -5.61552 -2.03207 -1.02988 0.297 -0.125 0.386 -0.65
C -5.15178 -1.12130 -0.08537 0.117 -0.156 -0.033 -0.26
H 3.16038 -3.29516 1.00824 -0.058 0.192 0.152 0.29
H 1.63288 -3.89299 1.72945 -0.132 0.210 0.000 0.29
H 3.07445 -4.86939 1.79779 0.107 -0.154 0.056 0.34
H 0.52137 -2.74324 -1.77520 -0.134 -0.202 -0.102 0.43
H 0.74050 -2.77165 -0.05017 0.079 -0.218 0.200 0.36
H 2.89134 -1.98095 -2.03319 0.391 0.030 0.041 0.34
H 2.86452 -1.60063 -0.27612 0.365 0.244 -0.104 0.17
H 0.94309 -0.44712 -2.40688 -0.223 -0.653 0.029 0.46
H 2.30043 1.16479 -2.65617 0.325 -0.233 -0.404 0.41
H 3.54975 1.91252 0.84970 -0.498 0.531 0.312 0.24
H 3.81620 3.08473 -0.39131 0.356 -0.296 -0.353 0.23
H 0.83024 2.27558 0.23154 -0.008 -0.007 -0.031 0.34
H 1.22176 -0.07737 0.60124 -0.135 -0.516 0.089 0.28
H -1.22813 0.58676 -0.96542 -0.233 -0.095 -0.157 0.51
H -0.95156 -1.12201 -0.56196 -0.106 -0.120 -0.186 0.41
H -0.71525 0.96345 1.61750 -0.140 0.267 0.112 0.62
H -1.08707 -0.74948 1.74563 0.078 -0.052 0.202 0.25
H -4.33709 -0.08891 2.22544 -0.208 0.116 -0.306 0.38
H -2.58560 -2.90194 1.20707 0.035 -0.117 0.096 0.53
H -3.39493 -4.54578 -0.48348 0.019 -0.129 -0.052 0.41
H -5.35069 -3.99065 -1.87673 -0.094 -0.015 -0.121 0.40
H -6.47105 -1.78773 -1.63683 -0.108 0.046 -0.114 0.38
H -5.61800 -0.15433 0.03432 -0.082 0.076 -0.017 0.41
B 0.92456 6.77570 0.91185 -0.592 0.239 0.177 0.57
O 2.00967 6.57091 1.92803 0.177 -0.105 -0.280 -0.42
C 3.10317 6.16849 1.32503 0.039 0.100 0.645 0.64
O 4.15108 5.88989 1.84744 0.004 -0.160 -0.118 -0.62
C 2.81400 6.07346 -0.17773 -0.150 -0.039 -0.821 0.63
O 3.59637 5.70674 -1.02522 0.113 -0.405 0.187 -0.68
O 1.57302 6.41725 -0.39819 0.223 -0.064 0.243 -0.42
F 0.50166 8.08295 0.90090 0.062 -0.012 -0.016 -0.32
F -0.12818 5.90198 1.16005 0.103 -0.161 -0.027 -0.36

---

No. 4
90
Properties=species:S:1:pos:R:3:forces:R:3:mulliken_charge:R:1 method="wB97M-V/def2-TZVPD" e_lumo_ev=-4.316 relative_energy_kj_mol=193.0 total_charge=+1
Nb 12.17806 9.43317 12.21220 -0.845 -0.606 1.254 2.01
N 12.38780 13.17501 13.30666 -2.318 -1.503 -1.050 -0.23
C 13.77399 13.28142 13.29250 2.231 -1.307 0.207 -0.97
C 14.40861 11.85516 13.14419 -0.586 -0.893 1.021 0.26
N 13.81216 11.04936 12.01089 0.237 0.515 -0.575 0.12
H 11.93455 12.92651 12.39129 0.727 0.625 1.397 -0.05
H 11.92187 13.91768 13.75608 -0.654 0.837 0.287 0.25
H 14.18473 13.68953 14.24601 -0.480 -0.214 -0.622 0.47
H 14.13662 13.90613 12.48763 0.489 0.286 -0.379 0.38
H 14.21354 11.19924 14.05340 0.358 1.212 -0.723 -0.39
H 15.48441 11.94162 12.99107 0.007 -0.029 0.020 0.36
H 14.53628 10.45096 11.54673 -0.727 1.080 0.501 0.18
H 13.45648 11.75020 11.29088 0.481 -1.255 0.342 0.18
Cl 7.63905 11.89613 6.60762 -0.511 0.439 -0.824 -0.19
C 8.54064 11.93352 8.02468 1.663 -0.528 3.063 0.01
C 8.07182 11.20384 9.16644 0.509 -0.271 -2.020 -0.54
C 8.96903 10.83356 10.14718 1.158 0.376 -0.642 0.79
Cl 8.61325 9.55941 11.17470 -0.908 -0.710 0.940 -0.09
C 10.30630 11.26869 10.16433 0.820 1.145 -0.248 -0.50
O 11.15040 10.76847 11.08452 0.422 -0.665 0.248 0.28
C 10.72736 12.27270 9.18818 -2.122 -2.119 1.750 0.78
C 11.97990 12.97285 9.22343 2.154 -0.349 -1.863 -0.21
O 13.03666 12.74491 9.83278 -1.997 0.603 -0.207 -0.60
C 9.84035 12.51104 8.11995 -1.523 -0.420 0.326 -1.13
H 7.13551 10.63167 9.12196 0.236 0.655 0.019 0.43
H 11.98068 13.65580 8.32068 0.457 0.173 1.009 0.21
H 10.11299 13.17605 7.33714 0.439 0.456 -0.579 0.39
C 4.75676 10.48626 20.46929 3.929 0.458 1.094 -1.61
C 5.36645 9.70231 19.34025 0.673 -1.112 -1.296 0.73
C 4.77197 8.45678 19.05373 1.211 0.399 -1.009 -0.70
C 5.21562 7.70761 17.95322 -0.435 -1.171 -0.859 -0.66
C 6.30901 8.05371 17.13338 -1.154 1.106 2.331 -0.91
C 6.93020 9.28913 17.44738 -1.310 -2.197 1.201 0.31
N 8.01111 9.55398 16.64578 3.545 0.751 -0.369 0.10
C 9.36696 9.69290 17.03478 -1.210 1.111 0.269 0.31
C 9.69549 9.74064 18.40793 -0.140 0.215 1.015 -0.33
C 10.92324 10.28031 18.80401 -0.441 -0.992 0.154 -0.86
C 11.85129 10.67408 17.82387 0.088 0.537 2.011 -0.45
C 11.48492 10.81673 16.52902 -0.228 -1.636 -0.270 -0.58
C 10.36364 10.10408 16.07949 -1.455 0.353 -0.807 -0.09
C 10.09014 9.84404 14.63677 -1.957 -0.239 -0.112 0.31
O 8.98677 9.49690 14.16822 3.049 0.630 0.773 -0.85
O 11.21043 9.92841 13.84593 0.552 -0.495 -1.747 -0.04
C 6.47838 10.10023 18.52792 -0.763 -0.611 -0.060 0.93
C 7.07416 11.44289 18.69492 -0.286 1.745 1.914 -1.62
H 4.89985 9.89155 21.37862 -0.577 -0.057 -0.067 0.37
H 3.77092 10.69934 20.27027 -2.290 0.503 -0.188 0.39
H 5.33350 11.42137 20.73362 -0.797 -0.812 -0.604 0.36
H 4.01860 8.04832 19.70409 -0.379 0.060 -0.018 0.44
H 4.65924 6.77850 17.66432 0.611 0.776 0.628 0.29
H 6.74376 7.35013 16.43011 -0.251 0.313 -0.143 0.43
H 7.97855 9.27512 15.68391 -0.539 -0.007 -0.457 0.13
H 8.94761 9.40011 19.18542 0.905 0.578 -1.169 0.56
H 11.13090 10.43096 19.89026 0.032 -0.489 -1.071 0.36
H 12.87403 10.86275 18.10641 0.016 0.850 0.258 0.44
H 12.09191 11.47202 15.95298 0.525 -0.291 -1.236 0.51
H 7.96228 11.56883 19.39770 -1.008 -0.472 -0.884 0.23
H 6.28856 12.15808 19.08831 0.895 -0.768 -0.408 0.53
H 7.33582 11.82317 17.73851 0.602 0.400 -0.858 0.38
C 14.37579 6.53158 9.76722 1.321 1.528 0.246 -1.01
P 14.13085 8.28650 9.30192 1.512 0.564 0.177 0.75
C 15.91451 8.92954 9.11212 -1.279 -1.421 0.730 -1.23
C 13.46296 8.34033 7.59461 -1.078 0.588 0.608 -1.15
O 13.37784 9.17546 10.30353 -0.441 -0.918 0.079 -0.14
H 15.16403 6.16968 9.08337 -0.448 -0.038 0.218 0.51
H 13.46503 6.00959 9.61256 -0.757 -0.757 0.244 0.33
H 14.80007 6.50510 10.80317 -0.739 -0.195 -0.812 0.13
H 16.34716 8.08371 8.53410 0.344 0.741 0.489 0.46
H 16.44769 9.14316 10.09550 -0.779 -0.488 -1.341 0.27
H 15.85944 9.79549 8.48106 0.178 0.558 -0.197 0.40
H 14.10956 7.74826 6.96207 0.223 -0.078 -0.222 0.43
H 13.46628 9.40611 7.27454 0.090 -0.699 0.131 0.35
H 12.40699 7.96142 7.47980 1.098 0.290 0.443 0.35
C 16.15289 8.05800 13.10809 -0.653 -2.450 1.090 -1.16
Si 14.65518 7.90668 14.28908 1.184 -1.600 -0.199 0.45
C 14.63514 6.10568 15.00551 0.202 1.910 -0.109 -1.27
C 14.75110 8.87062 15.90374 0.979 0.070 -0.780 -1.14
O 13.38915 8.22988 13.22768 -1.144 2.248 -0.706 -0.13
H 16.61747 8.98885 13.07826 0.771 1.741 -0.209 0.43
H 15.87965 7.69610 12.10863 0.107 0.220 0.220 0.04
H 16.88922 7.32755 13.52961 -0.322 0.572 -0.451 0.43
H 15.58898 6.05545 15.56387 -0.520 -0.016 0.019 0.33
H 14.62592 5.28579 14.32386 -0.252 -0.541 -0.564 0.40
H 13.77967 6.08698 15.68620 0.197 -0.377 0.081 0.30
H 15.44932 8.48882 16.67153 -0.415 -0.337 -0.581 0.45
H 13.75317 8.81103 16.25388 -1.091 0.162 0.828 0.27
H 15.03768 9.90295 15.79053 -0.150 0.584 -0.145 0.41
S 10.21053 5.25864 10.79615 0.321 1.513 0.444 -0.26
C 10.68888 6.69915 11.29518 1.116 1.164 0.605 0.74
N 11.14175 7.76716 11.70274 -0.702 -1.507 -1.007 -1.34

---

No. 5
11
Properties=species:S:1:pos:R:3:forces:R:3:mulliken_charge:R:1 method="wB97M-V/def2-TZVPD" e_lumo_ev=-4.749 relative_energy_kj_mol=286.4 total_charge=+1
O 3.32698 0.59602 -0.09307 -0.382 -0.177 0.420 -0.28
C 3.29027 1.39695 0.84930 -0.096 0.481 -0.234 0.22
C 1.92964 1.10089 1.01615 0.572 0.103 0.336 -0.47
H 4.08825 2.06280 1.20238 -0.139 -0.288 0.011 0.35
H 1.76450 0.35580 1.80945 0.144 -0.208 -0.413 0.29
C -1.23617 -1.87469 -1.27155 -1.878 -0.373 -1.488 -0.74
C -1.70251 -0.66005 -1.07834 2.446 0.707 1.080 0.64
O -1.60809 0.48813 -0.83456 -1.386 -0.261 -0.341 -0.41
Tl -0.16867 2.47177 0.01846 0.016 0.363 -0.051 0.83
H -1.45585 -2.64735 -0.53508 0.208 0.077 -0.295 0.31
H -1.35216 -2.06860 -2.37094 0.495 -0.425 0.977 0.27

---

| no. | HOMO energy (eV) |
| --- | --- |
| 1 | -10.603 |
| 2 | -8.927 |
| 3 | -9.111 |
| 4 | -9.345 |
| 5 | -13.209 |